(1)
Entry from the OMol25 dataset: 3 unconnected molecules or ions with the total composition C12H30ClN2O4 (wB97M-V/def2-TZVPD).

Computed properties:
Orbital gap ... 5.69 eV
Relative energy (zero: lowest compared OMol25 entry of this formula, charge and spin) ... 100.5 kcal per mole
Strongest force on any atom ... 4.7 eV/A
LUMO ... 2.46 eV

The geometry in ORCA input format:
```
! RIJCOSX wB97M-V def2-TZVPD def2/J DEFGRID3
* xyz -1 1
Cl 0.147 -2.928 -1.661
C -5.311 -4.993 1.419
O -5.564 -4.314 2.601
C -6.683 -4.597 3.311
C -6.324 -4.459 4.780
N -6.067 -3.144 5.228
C -5.731 -3.079 6.723
C -5.168 -1.708 6.975
O -3.854 -1.477 6.327
C -3.099 -0.563 7.033
H -4.443 -4.578 0.906
H -6.094 -4.957 0.661
H -5.269 -6.051 1.680
H -7.070 -5.614 3.248
H -7.539 -3.941 3.154
H -5.453 -5.054 5.052
H -7.178 -4.876 5.313
H -6.926 -2.638 5.069
H -4.971 -3.860 6.727
H -6.670 -3.200 7.263
H -5.157 -1.812 8.060
H -5.931 -0.961 6.755
H -2.971 -1.045 8.002
H -3.593 0.359 7.339
H -2.087 -0.391 6.664
C 3.391 0.065 -6.279
O 4.456 0.873 -5.729
C 5.236 1.527 -6.707
C 5.664 2.932 -6.293
N 6.523 3.183 -5.098
C 6.707 4.647 -4.969
C 5.634 5.256 -3.969
O 5.654 4.603 -2.740
C 5.557 5.556 -1.572
H 3.642 -0.382 -7.241
H 2.650 0.825 -6.526
H 2.880 -0.659 -5.644
H 4.793 1.568 -7.702
H 6.075 0.837 -6.799
H 4.726 3.476 -6.180
H 6.087 3.245 -7.248
H 7.508 3.088 -5.297
H 6.682 5.271 -5.862
H 7.636 4.776 -4.415
H 4.673 5.372 -4.470
H 5.907 6.311 -3.982
H 4.660 6.177 -1.570
H 6.442 6.167 -1.745
H 5.824 5.166 -0.590
*
```

---

(2)
Entry from the OMol25 dataset: a molecular structure, C21H31BN9O2S2SeW (wB97M-V/def2-TZVPD).

Computed properties:
Orbital gap (alpha / beta) ... 6.68 / 5.94 eV
Relative energy (zero: lowest compared OMol25 entry of this formula, charge and spin) ... 10.8 kcal per mole
Strongest force on any atom ... 0.4 eV/A
⟨S²⟩ ... 2.02
LUMO (alpha / beta) ... -3.26 / -4.00 eV

The geometry in ORCA input format:
```
! RIJCOSX wB97M-V def2-TZVPD def2/J DEFGRID3
* xyz 1 3
W -0.331 -0.539 -0.052
C -2.424 -1.213 2.172
C -3.348 -1.085 0.976
N -2.599 -0.468 -0.153
C -3.017 -0.958 -1.488
C -2.134 -2.103 -1.925
C -2.481 -3.046 -2.871
C -1.568 -4.049 -3.173
C -0.353 -4.112 -2.508
C -0.057 -3.143 -1.567
C 1.226 -3.091 -0.773
N 1.056 -2.267 0.445
C 0.799 -3.028 1.690
C -0.119 -2.181 2.547
N -1.187 -1.779 1.606
N -0.934 -2.154 -1.324
H -2.847 -1.882 2.926
H -2.197 -0.248 2.618
H -4.232 -0.490 1.208
H -3.680 -2.078 0.662
H -2.731 0.550 -0.078
H -2.934 -0.138 -2.202
H -4.061 -1.276 -1.473
H -3.445 -3.001 -3.359
H -1.815 -4.795 -3.916
H 0.354 -4.904 -2.712
H 2.008 -2.644 -1.392
H 1.542 -4.103 -0.514
H 1.932 -1.734 0.633
H 1.740 -3.250 2.194
H 0.307 -3.973 1.440
H 0.394 -1.288 2.909
H -0.526 -2.741 3.390
H -1.472 -2.638 1.131
C -2.689 5.114 0.953
N -1.370 4.524 1.093
C -0.174 5.202 1.008
C 0.803 4.290 1.157
N 0.212 3.040 1.306
B 0.995 1.754 1.579
N 2.287 1.709 0.774
C 2.584 2.403 -0.393
C 3.728 1.905 -0.897
N 4.127 0.884 -0.059
C 5.265 0.014 -0.291
C 3.227 0.740 0.939
S 3.257 -0.490 2.112
C -1.131 3.212 1.303
S -2.349 2.068 1.622
H -2.599 6.190 1.069
H -3.346 4.711 1.719
H -3.098 4.881 -0.030
H -0.130 6.266 0.863
H 1.867 4.425 1.201
H 0.278 0.714 1.148
H 1.102 1.465 2.731
H 1.955 3.182 -0.781
H 4.293 2.180 -1.769
H 6.055 0.589 -0.768
H 4.975 -0.815 -0.938
H 5.611 -0.374 0.662
O 2.656 -0.814 -2.769
C 1.790 -0.135 -2.278
O 1.387 -0.289 -1.029
H 1.240 0.635 -2.839
Se -1.696 3.545 -2.487
C -1.163 2.064 -1.743
N -0.813 1.060 -1.235
*
```

---

(3)
Entry from the OMol25 dataset: 2 unconnected molecules or ions with the total composition C9H14 (wB97M-V/def2-TZVPD).

Computed properties:
Orbital gap ... 9.89 eV
Structure (SMILES) ... Cc1ccccc1.CC
Relative energy (zero: lowest compared OMol25 entry of this formula, charge and spin) ... 29.3 kcal per mole
Strongest force on any atom ... 3.2 eV/A
LUMO ... 0.98 eV

The geometry in ORCA input format:
```
! RIJCOSX wB97M-V def2-TZVPD def2/J DEFGRID3
* xyz 0 1
C -1.910 -1.486 1.426
C -0.920 -0.368 1.320
C -1.259 0.952 1.521
C -0.295 1.926 1.782
C 1.071 1.588 1.835
C 1.373 0.268 1.568
C 0.451 -0.735 1.289
H -2.939 -1.158 1.297
H -1.915 -2.204 2.248
H -1.695 -2.176 0.561
H -2.280 1.266 1.384
H -0.640 2.854 2.211
H 1.663 2.480 1.981
H 2.420 0.034 1.740
H 0.753 -1.729 0.958
C 1.201 -0.795 -3.047
C 0.396 0.447 -2.768
H 2.144 -0.976 -2.541
H 0.580 -1.687 -2.883
H 1.670 -0.793 -4.041
H -0.587 0.409 -3.276
H -0.007 0.413 -1.737
H 0.724 1.471 -2.830
*
```

---

(4)
Entry from the OMol25 dataset: a molecular structure, C23H49AlN2O23 (wB97M-V/def2-TZVPD).

Computed properties:
Orbital gap ... 2.27 eV
Strongest force on any atom ... 6.3 eV/A
LUMO ... -12.64 eV

The geometry in ORCA input format:
```
! RIJCOSX wB97M-V def2-TZVPD def2/J DEFGRID3
* xyz 2 1
Al 1.973 -0.115 -3.132
C -1.228 1.093 -0.120
C -0.354 -0.015 0.410
C -1.092 -1.032 1.271
O 0.404 -0.511 -0.632
H -1.658 1.905 0.466
H -2.110 0.587 -0.513
H -0.786 1.709 -0.904
H 0.205 0.515 1.182
H -1.762 -1.710 0.743
H -1.498 -0.506 2.135
H -0.314 -1.718 1.606
C -4.163 3.105 3.768
O -4.214 1.944 2.942
C -4.695 2.144 1.739
O -4.729 3.216 1.161
O -4.862 0.964 1.243
C -5.339 0.751 -0.019
H -3.761 2.798 4.733
H -5.081 3.620 4.054
H -3.466 3.850 3.384
H -6.401 0.519 -0.089
H -4.940 -0.212 -0.336
H -4.896 1.454 -0.725
C 5.051 -3.822 -0.059
O 3.740 -4.227 -0.117
C 2.915 -3.482 -0.898
O 3.125 -2.274 -1.104
O 1.897 -4.286 -1.405
C 0.909 -3.796 -2.168
H 5.333 -3.190 0.783
H 5.414 -3.380 -0.987
H 5.737 -4.643 0.151
H 0.379 -4.714 -2.421
H 1.393 -3.380 -3.052
H 0.156 -3.133 -1.742
C 4.146 4.548 -2.396
O 3.311 4.866 -1.396
C 2.443 3.903 -0.968
O 2.399 2.728 -1.299
O 1.595 4.528 -0.137
C 0.585 3.743 0.492
H 3.683 4.024 -3.232
H 5.010 4.014 -1.999
H 4.525 5.426 -2.919
H 0.002 4.420 1.117
H 0.781 2.898 1.151
H 0.069 3.403 -0.406
C -2.957 2.117 -2.635
O -2.084 3.208 -2.984
C -0.832 3.018 -3.447
O -0.235 1.945 -3.595
O -0.309 4.211 -3.930
C 0.631 4.205 -5.030
H -3.253 2.194 -1.589
H -2.573 1.101 -2.728
H -3.910 2.064 -3.162
H 0.574 5.130 -5.603
H 0.320 3.411 -5.709
H 1.648 3.875 -4.819
C 4.620 -4.255 5.515
O 4.266 -3.047 4.915
C 3.142 -2.998 4.130
O 2.309 -3.841 3.988
O 3.161 -1.827 3.550
C 2.092 -1.339 2.711
H 5.702 -4.343 5.614
H 4.184 -5.099 4.981
H 4.153 -4.431 6.484
H 1.805 -2.070 1.955
H 2.406 -0.385 2.286
H 1.171 -1.282 3.291
C -1.638 -0.310 -6.319
O -2.412 -1.041 -5.428
C -1.891 -1.394 -4.180
O -0.716 -1.275 -3.799
O -2.888 -1.824 -3.421
C -2.643 -2.236 -2.111
H -0.875 0.371 -5.943
H -2.216 0.233 -7.066
H -1.077 -1.086 -6.840
H -3.119 -1.634 -1.337
H -1.590 -2.109 -1.859
H -2.854 -3.301 -2.018
C -1.548 -4.011 2.977
N -1.911 -5.222 2.204
O -2.209 -5.078 1.077
O -1.757 -6.288 2.859
H -0.512 -3.807 2.709
H -1.720 -4.146 4.045
H -2.168 -3.139 2.766
C 0.888 2.083 4.126
N 2.028 3.026 3.847
O 2.757 2.882 2.866
O 2.312 3.880 4.686
H 1.275 1.129 3.767
H -0.070 2.326 3.666
H 0.694 1.880 5.179
*
```

---

(5)
Entry from the OMol25 dataset: a molecular structure, C15H4BrCl8NO3V (wB97M-V/def2-TZVPD).

Computed properties:
Orbital gap (alpha / beta) ... 7.39 / 6.25 eV
Relative energy (zero: lowest compared OMol25 entry of this formula, charge and spin) ... 25.4 kcal per mole
Strongest force on any atom ... 1.7 eV/A
⟨S²⟩ ... 0.85
LUMO (alpha / beta) ... -0.96 / -0.86 eV

The geometry in ORCA input format:
```
! RIJCOSX wB97M-V def2-TZVPD def2/J DEFGRID3
* xyz 0 2
V 0.024 -0.102 -0.120
Cl 2.997 -4.328 -4.910
C 1.938 -3.393 -3.926
C 2.424 -2.744 -2.800
Cl 4.084 -2.847 -2.354
C 1.549 -2.002 -2.025
Cl 2.117 -1.172 -0.575
C 0.195 -1.871 -2.313
O -0.627 -1.158 -1.546
C -0.275 -2.528 -3.454
Cl -1.948 -2.369 -3.828
C 0.582 -3.278 -4.247
Cl -0.033 -4.076 -5.642
Cl -0.518 -2.353 4.622
C -0.972 -3.120 3.109
Cl -2.716 -3.478 3.081
Cl -0.092 -4.635 2.851
C -0.609 -2.152 2.081
N -0.406 -1.336 1.281
Br -5.204 3.837 2.032
C -3.669 3.441 1.009
C -3.136 4.404 0.167
C -1.995 4.111 -0.567
C -1.386 2.868 -0.471
C -1.966 1.919 0.353
C -3.095 2.184 1.110
C -0.102 2.630 -1.223
O 0.299 3.409 -2.044
O 0.573 1.522 -0.886
H -3.604 5.376 0.095
H -1.547 4.847 -1.222
H -1.594 0.905 0.467
H -3.525 1.431 1.755
*
```

---

(6)
Entry from the OMol25 dataset: a molecular structure, C10H20NO2Pt (wB97M-V/def2-TZVPD).

Computed properties:
Orbital gap ... 6.63 eV
Strongest force on any atom ... 4.7 eV/A
LUMO ... -6.80 eV

The geometry in ORCA input format:
```
! RIJCOSX wB97M-V def2-TZVPD def2/J DEFGRID3
* xyz 1 1
C -2.397 2.659 -0.652
C -1.723 1.572 0.313
C -2.695 0.322 0.661
C -2.186 -0.984 -0.115
C -1.358 -2.016 0.813
C -0.079 -1.365 1.518
N 1.142 -1.317 0.672
C 1.914 -0.112 1.122
C 3.168 0.296 0.178
C 3.108 -0.279 -1.322
C 1.772 0.098 -2.112
O 1.336 1.265 -2.247
O 1.041 -1.010 -2.638
H -1.933 3.678 -0.374
H -2.131 2.498 -1.760
H -3.531 2.727 -0.577
H -0.776 1.138 -0.185
H -1.391 2.072 1.283
H -2.784 0.205 1.792
H -3.741 0.627 0.288
H -3.136 -1.563 -0.429
H -1.649 -0.726 -1.094
H -1.147 -2.945 0.189
H -2.091 -2.320 1.653
H 0.184 -2.037 2.428
H -0.391 -0.355 1.957
H 2.358 -0.365 2.172
H 1.275 0.829 1.268
H 3.179 1.444 0.103
H 4.148 -0.020 0.702
H 3.360 -1.398 -1.337
H 3.967 0.237 -1.898
H 0.236 -0.688 -3.101
Pt 2.952 -2.167 0.726
*
```

---

One value per record, in order, for energy: -1345.7135 -4751.8285 -351.2835 -2987.1117 -8054.0322 -717.0736 hartree.